This record from the Open Molecules 2025 dataset describes a structure of composition C36H90BaClN6O12 at a distorted geometry. The level of theory is ωB97M-V with the def2-TZVPD basis set.

Structure (XYZ):
```
146
Properties=species:S:1:pos:R:3:forces:R:3
Ba 1.4451 1.5780 1.8774 -0.60 -0.92 -0.83
Cl -0.5714 0.3318 -0.4172 0.55 0.26 0.50
O -0.8250 2.1115 3.0402 -0.15 0.73 1.54
O 1.5818 -1.4624 6.0148 -0.38 -0.24 1.06
O -3.1551 6.1254 -1.8525 -0.69 -1.36 0.18
O -2.0684 -2.9720 1.6882 0.69 1.14 0.91
O 3.0561 -0.5612 2.0118 1.61 -1.27 0.03
O 5.6464 1.9283 -1.9958 -1.53 -0.17 0.64
O -5.0799 -2.2295 -1.5168 -0.08 1.79 1.95
O -0.6122 1.3278 -5.5406 -0.64 1.17 1.16
O 1.0165 3.8205 0.4923 0.71 0.47 1.22
O 4.0724 -8.5918 -1.8348 -0.28 -0.49 -0.19
O 1.5060 -3.2139 -3.3669 -0.85 1.04 -0.92
O -5.4379 3.6461 1.2951 0.32 1.26 -1.47
N 1.2205 0.8564 4.5392 1.24 1.15 0.33
N 4.0134 -5.6822 -2.1593 -1.09 0.98 0.45
N -4.8918 1.6072 -1.8211 -1.83 0.40 0.86
N 3.0088 1.9197 -0.5385 -0.58 -0.19 0.11
N -2.1993 2.5570 -2.4453 1.12 0.86 -0.47
N 0.1531 -1.0811 2.6544 0.52 -1.39 -0.54
C 4.5346 1.1331 -2.3661 -0.52 -0.67 -1.37
C -2.9659 4.9092 -2.5968 0.92 0.42 0.80
C -1.3520 2.6452 -3.6607 -1.55 -0.87 0.11
C 1.6444 4.0697 -0.7699 -0.89 0.37 0.93
C 2.1725 -0.2764 6.5765 -0.13 0.41 -0.89
C 2.4030 0.6921 5.3604 0.73 -1.74 1.59
C -4.5562 0.2230 -2.0372 0.10 -1.56 0.54
C -5.4946 5.0433 1.7091 -0.40 -0.69 -0.90
C -0.9530 -1.6635 3.3988 -1.64 1.68 1.71
C 3.5015 0.7241 -1.2784 0.28 0.64 -1.08
C 2.3412 -1.7212 1.5665 -1.87 -0.62 0.41
C 1.1460 4.9842 1.3054 -0.39 0.37 0.12
C -5.0485 2.0058 -0.3870 1.23 0.37 -0.61
C 1.1538 -2.5163 6.9606 0.90 0.94 -0.58
C -3.0856 -3.1928 0.7604 0.18 -1.15 -1.11
C 1.1988 -2.1189 2.5289 0.21 -0.03 -0.94
C 2.0928 2.8032 -1.3693 1.25 -1.21 -1.22
C -2.0378 2.4580 2.3598 -0.11 -0.62 0.05
C -1.1332 1.2140 -4.2065 1.26 0.82 -0.98
C 3.4524 -6.4033 -1.0068 0.18 -0.83 -1.07
C -0.3374 0.1323 -6.1854 0.21 0.16 -0.31
C 3.0106 -7.8175 -1.4157 -0.87 1.73 1.55
C -2.2121 -1.8559 2.5394 0.07 -0.77 0.78
C 2.2536 -3.8234 -2.3511 -0.01 -0.54 -0.28
C 3.0071 -4.9932 -2.9938 0.91 0.55 -0.41
C 4.4689 -0.8179 2.0420 1.18 1.10 0.07
C -2.1199 7.0430 -1.8113 0.43 0.40 -0.54
C 3.5644 -9.8944 -1.9631 1.05 -1.44 -0.07
C -4.7235 -2.7739 -2.7549 -1.50 1.07 -0.48
C -5.5639 -0.8139 -1.4989 0.56 -0.58 0.28
C 0.3638 1.8624 5.1366 -1.26 -0.49 0.36
C -2.1876 3.8508 -1.7684 -1.51 0.33 0.10
C -0.9766 1.9898 4.4866 -0.17 -0.10 -1.33
C 6.4102 1.2969 -1.0127 1.26 0.36 0.30
C -5.5060 3.4654 -0.1900 -0.11 -1.39 1.40
C 0.7302 -1.9990 -3.0465 0.87 -2.31 0.04
H 0.6490 4.9037 2.2722 -0.34 -0.54 -0.12
H -0.6862 -2.3987 4.1580 0.12 -0.81 -0.74
H -5.0927 5.1752 2.7137 -0.12 -0.40 0.00
H 0.6753 5.8170 0.7829 0.15 0.25 0.06
H 3.6046 -4.4471 -3.7238 -0.04 -0.37 -0.53
H 2.7832 -10.0118 -2.7142 -0.15 0.33 -0.07
H -1.5741 1.1129 4.7357 -0.32 0.01 -0.27
H -6.5242 5.3971 1.6572 -0.17 -0.05 0.29
H -2.4279 5.1286 -3.5190 -0.20 0.16 -0.24
H 4.2125 -6.4302 -0.2260 0.00 -0.29 0.08
H -0.3536 0.7216 -3.6252 -0.03 -0.13 0.51
H 0.5128 -0.3993 -5.7580 0.20 -0.09 0.18
H -1.6953 7.1640 -2.8079 -0.10 0.46 -0.33
H -3.8045 -2.3334 -3.1416 0.04 -0.13 -0.26
H 6.9007 0.4011 -1.3937 0.20 -0.06 -0.19
H 2.9160 -2.6393 1.4449 0.70 0.39 0.03
H 2.3487 -5.6738 -3.5337 -0.38 0.00 0.10
H -1.2052 -0.5270 -6.1670 -0.13 -0.18 -0.32
H -4.0522 1.9901 0.0549 0.41 -0.22 0.42
H 3.1920 0.1541 4.8350 0.09 0.42 -0.59
H -0.0624 0.4794 -7.1815 -0.15 -0.67 -0.22
H -0.3389 -1.1296 1.7737 0.77 0.81 -1.22
H 0.2296 -1.7049 -3.9690 0.31 0.05 0.10
H 3.9390 -0.0848 -0.6932 0.03 0.55 0.85
H 2.1808 -7.7831 -2.1216 0.13 0.20 -0.77
H 3.8671 2.4092 -0.3289 0.10 0.66 0.04
H -6.5225 3.5436 -0.5755 -0.13 0.45 0.22
H 4.9835 -0.0453 2.6132 -0.50 -0.01 0.83
H -1.8109 1.8362 -1.8539 0.12 -0.15 0.52
H 3.0428 -3.1404 -2.0367 -0.08 0.19 0.84
H -2.6545 3.2047 2.8600 0.38 0.29 0.23
H 0.1874 -2.3038 7.4179 0.13 0.33 0.09
H -2.6367 1.5475 2.3401 -0.17 0.06 -0.59
H 1.5535 -2.4882 3.4911 0.21 0.61 0.24
H -6.5319 -0.6699 -1.9788 -0.09 -0.51 -0.49
H 4.4532 -6.3578 -2.7677 0.30 -0.08 0.10
H -4.6930 -3.8634 -2.7483 0.22 0.10 0.48
H 7.1401 2.0511 -0.7184 0.30 -0.30 -0.01
H -1.7297 2.8116 1.3758 -0.34 -0.24 -0.07
H 3.2182 -10.2948 -1.0103 -0.37 0.27 0.22
H 2.1864 5.2114 1.5376 0.23 0.07 -0.31
H -0.4229 3.1918 -3.4989 0.49 -0.24 0.18
H 1.6108 0.2551 7.3447 -0.78 -0.44 0.09
H 4.8985 0.2488 -2.8893 0.22 -0.65 0.41
H -2.5587 7.9644 -1.4284 0.21 0.10 -0.21
H -1.4473 2.8921 4.8770 -0.27 -0.04 -0.03
H 2.6416 3.1751 -2.2345 0.09 -0.35 -0.49
H 0.8328 -0.0761 4.5294 -0.77 0.00 -0.27
H 2.4938 -8.2189 -0.5440 0.26 -0.58 0.51
H 2.6609 0.2018 -1.7353 -0.13 0.36 -0.34
H -1.2657 -0.8710 4.0787 -0.41 0.32 0.29
H 2.4704 4.7776 -0.7012 0.15 0.04 0.48
H -3.0821 -1.9469 3.1897 -0.15 -0.50 0.36
H 5.0329 -0.6509 1.1243 -0.82 -0.35 -0.93
H -5.6217 -2.4847 -3.3006 0.41 -0.30 -1.51
H 4.3762 -10.5733 -2.2242 0.16 0.23 -0.30
H 2.7928 1.6047 5.8113 -0.05 0.27 -0.46
H -1.2113 4.2206 -1.4552 0.38 0.03 -0.23
H -3.9668 4.5241 -2.7920 0.10 0.02 -0.22
H 0.7123 -2.9922 2.0945 0.17 -0.34 -0.32
H -2.6547 -4.0221 0.1994 -0.41 -0.18 -0.31
H -2.0092 0.5654 -4.2012 -0.40 0.28 0.12
H 1.4122 -1.2419 -2.6595 -0.26 0.19 0.04
H 3.1470 -0.4342 7.0384 0.18 -0.51 -0.07
H -2.4361 -0.9143 2.0381 0.40 0.14 -0.75
H 1.2617 2.2047 -1.7423 -0.02 -0.20 0.30
H -4.1024 2.1225 -2.1837 0.09 0.22 -0.20
H 1.9534 -2.6268 7.6930 -0.23 -0.04 0.26
H -1.2471 6.8079 -1.2021 -0.04 -0.50 0.57
H -4.8332 4.1329 -0.7284 -0.10 0.30 0.27
H -5.6379 1.3405 0.2439 -0.33 0.01 -0.48
H -0.0338 -2.2994 -2.3294 0.01 0.44 0.31
H 2.5698 -5.9294 -0.5773 0.06 0.36 -0.19
H 0.8423 4.5733 -1.3095 0.34 -0.14 -0.89
H -3.2783 -2.4166 0.0199 0.07 0.48 0.41
H -1.9341 3.2899 -4.3192 0.21 -0.47 -0.66
H -4.0205 -3.5562 1.1869 -0.12 0.27 0.32
H 0.0694 1.5402 6.1354 0.34 0.43 0.60
H 1.5802 -4.1920 -1.5773 0.07 0.35 0.58
H 0.7698 2.8735 5.1670 0.80 -0.25 0.03
H -5.7566 -0.5940 -0.4489 0.17 -0.43 0.07
H 1.8950 -1.4988 0.5972 -0.04 0.10 -0.20
H -4.9484 5.7082 1.0400 0.38 -0.19 -0.19
H 4.0539 1.6115 -3.2194 -0.20 0.67 0.35
H 5.9202 0.9878 -0.0894 -0.69 0.17 0.01
H -4.4398 -0.0236 -3.0925 0.12 0.57 -0.21
H 1.0617 -3.4671 6.4357 0.11 0.27 -0.35
H -2.7959 3.8118 -0.8648 0.18 -0.41 0.32
H 4.8044 -1.7947 2.3905 -0.70 -0.07 0.32
H -3.6149 -0.0146 -1.5416 0.53 -0.23 0.08
```
Forces are in eV/Å.

Lowest unoccupied orbital energy, eV: -2.76
Total charge: +1
Gap between HOMO and LUMO, eV: 7.131
F_max, eV/Å: 2.9
E_tot, a.u.: -3142.30835